1.
ORCA calculation (ωB97M-V/def2-TZVPD) on a 4-piece molecular cluster, C23H54FNO12P3 overall in a non-equilibrium geometry.

Computed properties:
lowest unoccupied orbital energy	0.71	eV
charge	-1

Each line ends with the Löwdin charge.
CARTESIAN COORDINATES (ANGSTROEM)
C: -5.829 2.054 0.042  -0.06
C: -6.370 1.780 1.238  -0.20
C: -5.540 0.897 2.193  -0.41
N: -6.111 -0.430 2.276  -0.17
C: -6.016 -1.130 1.026  -0.40
C: -4.563 -1.451 0.577  -0.21
F: -4.596 -1.884 -0.788  -0.13
H: -5.199 1.295 -0.422  0.04
H: -6.059 3.019 -0.420  0.02
H: -7.371 2.121 1.513  0.08
H: -4.459 0.929 1.905  0.06
H: -5.595 1.399 3.180  0.08
H: -6.544 -0.654 0.162  0.08
H: -6.507 -2.110 1.176  0.08
H: -3.859 -0.624 0.715  0.08
H: -4.254 -2.345 1.141  0.10
O: 1.338 -1.831 -1.610  -0.21
P: 1.436 -2.317 -0.190  0.63
O: 2.155 -3.784 -0.402  -0.22
C: 3.476 -3.829 -0.923  -0.28
C: 4.490 -3.229 0.035  -0.08
O: -0.125 -2.782 -0.007  -0.24
C: -1.188 -1.995 -0.577  -0.27
C: -1.792 -2.717 -1.760  -0.08
O: 1.662 -2.318 1.448  -0.23
C: 0.997 -3.192 2.362  -0.27
C: 1.600 -4.579 2.429  -0.07
H: 3.513 -3.322 -1.891  0.08
H: 3.711 -4.881 -1.095  0.12
H: 4.312 -2.158 0.173  0.07
H: 5.504 -3.362 -0.345  0.08
H: 4.418 -3.695 1.018  0.07
H: -0.832 -1.006 -0.865  0.11
H: -1.944 -1.855 0.195  0.09
H: -1.027 -2.997 -2.487  0.07
H: -2.538 -2.097 -2.255  0.07
H: -2.269 -3.642 -1.433  0.08
H: -0.075 -3.235 2.188  0.12
H: 1.117 -2.722 3.342  0.12
H: 1.330 -5.175 1.557  0.07
H: 1.228 -5.103 3.312  0.08
H: 2.689 -4.533 2.480  0.07
O: 6.408 -1.334 -5.185  -0.21
P: 5.596 -2.043 -6.231  0.63
O: 5.680 -0.975 -7.479  -0.22
C: 6.946 -0.715 -8.073  -0.29
C: 7.497 -1.932 -8.794  -0.08
O: 4.108 -1.697 -5.624  -0.24
C: 3.890 -1.709 -4.206  -0.29
C: 3.711 -0.295 -3.698  -0.07
O: 4.965 -3.253 -7.163  -0.23
C: 3.652 -3.248 -7.729  -0.27
C: 3.534 -2.420 -8.990  -0.07
H: 7.650 -0.363 -7.314  0.11
H: 6.799 0.098 -8.786  0.12
H: 7.714 -2.740 -8.088  0.07
H: 8.419 -1.681 -9.321  0.08
H: 6.775 -2.318 -9.513  0.07
H: 4.710 -2.208 -3.688  0.10
H: 2.983 -2.287 -4.015  0.11
H: 4.540 0.345 -4.000  0.07
H: 3.631 -0.278 -2.611  0.07
H: 2.806 0.143 -4.120  0.08
H: 2.890 -2.974 -7.003  0.11
H: 3.451 -4.291 -7.986  0.12
H: 3.516 -1.354 -8.768  0.07
H: 2.604 -2.663 -9.508  0.08
H: 4.371 -2.608 -9.664  0.07
O: -4.425 4.083 4.685  -0.19
P: -3.223 4.812 5.206  0.64
O: -2.465 3.617 6.039  -0.22
C: -1.961 2.495 5.315  -0.27
C: -0.817 2.878 4.394  -0.08
O: -3.976 5.602 6.448  -0.25
C: -5.292 6.124 6.259  -0.30
C: -6.294 5.293 7.035  -0.08
O: -1.929 5.852 5.300  -0.23
C: -1.463 6.467 6.497  -0.28
C: -0.605 5.561 7.356  -0.07
H: -2.768 2.020 4.752  0.11
H: -1.610 1.774 6.055  0.12
H: -1.162 3.552 3.603  0.07
H: -0.388 1.992 3.926  0.08
H: -0.034 3.402 4.943  0.06
H: -5.554 6.157 5.201  0.10
H: -5.297 7.153 6.628  0.11
H: -6.208 4.237 6.783  0.08
H: -7.315 5.621 6.833  0.07
H: -6.104 5.380 8.107  0.07
H: -2.270 6.911 7.076  0.11
H: -0.844 7.305 6.164  0.12
H: -1.208 4.826 7.887  0.07
H: -0.074 6.154 8.105  0.08
H: 0.125 5.023 6.751  0.07

2.
ORCA calculation (ωB97M-V/def2-TZVPD) on C9H12AsBrNO3ReS as an isolated structure in a non-equilibrium geometry.

Computed properties:
lowest unoccupied orbital energy (spin up / spin down)	-4.20 / -8.55	eV
energy above the lowest of the compared OMol25 structures with the same formula, charge and spin	134.10	kcal/mol
expectation value of S²	3.7751
charge	+1
2S+1	4

Each line ends with the Mulliken spin population.
CARTESIAN COORDINATES (ANGSTROEM)
Re: 1.566 -1.156 -0.665  1.84
Br: 5.121 -1.988 -1.650  0.02
C: 4.881 -0.346 -0.786  -0.03
C: 5.857 0.228 0.029  0.00
C: 5.522 1.473 0.557  0.00
C: 4.268 1.961 0.393  0.00
C: 3.253 1.343 -0.270  0.00
N: 3.627 0.222 -0.817  0.05
C: 1.822 1.714 -0.144  0.01
O: 1.532 2.891 -0.049  0.01
O: 0.861 0.748 -0.461  0.03
H: 6.796 -0.420 -0.103  0.00
H: 6.177 2.010 1.198  0.00
H: 4.086 2.964 0.854  0.00
C: -5.520 0.866 0.405  0.10
As: -3.989 -0.183 -0.724  0.66
C: -4.879 -2.046 -0.574  0.07
C: -2.758 -0.466 0.800  0.06
S: 0.302 -2.382 -1.645  -0.08
H: -6.227 0.727 -0.274  0.00
H: -5.618 2.277 0.381  -0.01
H: -6.374 0.139 1.371  0.08
H: -4.912 -2.589 0.383  0.02
H: -4.200 -2.665 -1.240  0.00
H: -6.036 -1.996 -0.909  0.00
H: -2.362 0.527 1.206  0.00
H: -2.018 -1.031 0.431  0.00
H: -3.199 -1.053 1.615  0.03
O: 2.420 -1.767 0.689  0.16

3.
ORCA calculation (ωB97M-V/def2-TZVPD) on a 2-piece molecular cluster, C25H32NO6P overall in a non-equilibrium geometry.

Computed properties:
lowest unoccupied orbital energy	0.45	eV
energy above the lowest of the compared OMol25 structures with the same formula, charge and spin	95.27	kcal/mol
SMILES string	C[C@@H](C[C@H](OC(=O)CCCc1ccccc1)P(=O)(O)O)OCc1ccccc1.c1cc[nH]c1

Each line ends with the Löwdin charge.
CARTESIAN COORDINATES (ANGSTROEM)
C: 1.230 2.141 2.171  -0.02
C: 1.748 2.719 0.768  -0.36
C: 1.018 4.135 0.599  -0.09
C: -0.508 3.880 0.249  -0.31
O: -0.558 3.633 -1.170  -0.02
C: -1.514 2.684 -1.489  -0.42
O: -2.545 2.528 -0.879  0.11
C: -1.198 1.820 -2.767  -0.07
C: -2.355 0.834 -3.159  -0.18
C: -2.052 -0.660 -2.677  -0.15
C: -2.665 -0.980 -1.271  -0.20
C: -3.879 -0.396 -0.730  -0.05
C: -4.438 -0.705 0.595  -0.06
C: -3.691 -1.679 1.411  -0.09
C: -2.470 -2.295 0.877  -0.09
C: -1.945 -1.973 -0.445  -0.04
P: -1.499 5.428 0.685  0.60
O: -0.739 6.379 1.547  -0.30
O: -2.904 5.063 1.522  -0.16
O: -1.929 6.238 -0.702  -0.15
O: 3.164 2.885 0.730  -0.13
C: 3.772 1.955 -0.187  -0.15
C: 3.477 0.508 0.394  -0.19
C: 4.008 0.260 1.751  -0.04
C: 3.735 -1.033 2.366  -0.07
C: 2.940 -2.038 1.642  -0.08
C: 2.448 -1.773 0.289  -0.08
C: 2.706 -0.479 -0.354  -0.04
H: 2.106 2.138 2.871  0.09
H: 0.371 2.748 2.561  0.08
H: 0.944 1.062 2.006  0.09
H: 1.362 2.100 -0.096  0.13
H: 1.078 4.614 1.618  0.12
H: 1.481 4.775 -0.192  0.14
H: -0.939 3.059 0.881  0.13
H: -1.057 2.574 -3.599  0.13
H: -0.204 1.293 -2.678  0.12
H: -2.348 0.771 -4.289  0.11
H: -3.378 1.175 -2.878  0.10
H: -0.940 -0.844 -2.701  0.11
H: -2.487 -1.402 -3.409  0.12
H: -4.458 0.337 -1.346  0.10
H: -5.369 -0.203 0.936  0.10
H: -4.113 -1.904 2.415  0.09
H: -1.916 -3.052 1.485  0.09
H: -1.003 -2.461 -0.793  0.09
H: -3.210 4.175 1.246  0.07
H: -2.825 6.601 -0.575  0.08
H: 3.342 2.011 -1.223  0.12
H: 4.883 2.116 -0.265  0.13
H: 4.597 1.043 2.293  0.12
H: 4.124 -1.209 3.394  0.10
H: 2.715 -3.009 2.141  0.09
H: 1.835 -2.506 -0.292  0.08
H: 2.354 -0.189 -1.369  0.10
N: -0.142 -6.237 0.048  0.00
C: 0.400 -7.322 -0.586  -0.14
C: 1.760 -7.278 -0.412  -0.11
C: 2.049 -6.124 0.362  -0.11
C: 0.857 -5.505 0.632  -0.16
H: -1.121 -6.012 0.080  0.14
H: -0.226 -8.028 -1.106  0.11
H: 2.468 -7.995 -0.796  0.09
H: 3.022 -5.788 0.685  0.09
H: 0.632 -4.607 1.187  0.09

4.
ORCA calculation (ωB97M-V/def2-TZVPD) on an isolated ion of composition C3H6BrN2O and charge +1 in a non-equilibrium geometry.

Computed properties:
lowest unoccupied orbital energy	-5.84	eV
energy above the lowest of the compared OMol25 structures with the same formula, charge and spin	100.70	kcal/mol
charge	+1

Each line ends with the Löwdin charge.
CARTESIAN COORDINATES (ANGSTROEM)
C: -1.416 0.276 -0.104  -0.53
C: 0.825 -0.499 -0.233  -0.12
C: 1.195 0.862 0.269  -0.32
N: -0.598 -0.649 -0.105  -0.21
N: 0.287 1.646 -0.304  0.15
O: -0.952 -1.979 0.007  0.10
Br: -3.192 0.359 0.083  1.00
H: 1.053 -0.674 -1.376  0.19
H: 1.375 -1.332 0.441  0.20
H: 1.257 0.917 1.423  0.17
H: 2.163 1.004 -0.358  0.19
H: -0.150 2.283 0.325  0.08
H: -1.848 -2.214 -0.067  0.09

no.,E_tot (Eh)
1,-2990.248877
2,-5916.337950
3,-1819.351622
4,-2876.189892